Entry 1:
ORCA calculation (ωB97M-V with the def2-TZVPD basis set) on 12 unconnected molecules or ions with the total composition H24O12 at a distorted geometry.

Each line ends with the Löwdin charge.
Geometry (Å):
O (-0.27, 0.03, 1.30)  -0.0066
H (0.09, -0.69, 0.80)  0.0327
H (-0.10, 0.79, 0.81)  -0.0358
O (-4.08, 2.55, 0.63)  -0.0223
H (-4.57, 2.06, 0.04)  -0.0183
H (-4.08, 3.51, 0.42)  0.0677
O (0.88, 2.51, -0.10)  -0.0685
H (0.15, 2.58, -0.85)  0.1151
H (1.60, 2.14, -0.61)  0.0143
O (3.57, 2.41, 0.94)  -0.0127
H (3.71, 2.62, 1.88)  0.0931
H (2.74, 2.07, 0.98)  -0.0509
O (-2.56, 0.03, -0.77)  -0.0828
H (-1.89, -0.13, -0.13)  -0.0183
H (-2.81, 0.99, -0.61)  0.0695
O (4.09, 0.13, -0.19)  -0.0256
H (3.73, -0.61, 0.25)  -0.0355
H (3.42, 0.79, 0.00)  -0.0011
O (-2.00, -2.52, -0.64)  -0.0702
H (-1.31, -3.25, -0.56)  0.0811
H (-2.23, -2.35, 0.29)  0.0344
O (-1.77, -0.75, 4.04)  -0.0974
H (-2.27, -1.07, 3.27)  0.0185
H (-1.57, -1.43, 4.76)  0.0747
O (4.03, -2.91, 0.79)  -0.0585
H (4.22, -2.56, 1.68)  0.0459
H (4.31, -2.14, 0.25)  0.0247
O (2.03, -1.21, -1.99)  -0.0912
H (2.07, -1.69, -1.15)  0.0128
H (1.02, -1.17, -2.00)  0.0622
O (-4.37, -1.36, -1.68)  -0.1295
H (-4.75, -2.30, -1.52)  0.0818
H (-3.98, -1.16, -0.82)  -0.0277
O (0.80, 1.09, -3.01)  0.0169
H (1.21, 1.01, -3.78)  -0.0237
H (0.95, 1.99, -2.71)  0.0312

Summary:
Energy = -24956.94084 eV
Total charge = 0
Energy above the lowest of the compared OMol25 structures with the same formula, charge and spin = 458.6 kJ/mol
Structure (SMILES) = O.O.O.O.O.O.O.O.O.O.O.O

=====

Entry 2:
ORCA calculation (ωB97M-V with the def2-TZVPD basis set) on 12 unconnected molecules or ions with the total composition H24O12 at a distorted geometry.

Each line ends with the Löwdin charge.
Geometry (Å):
O (0.24, 1.30, 2.72)  -0.0417
H (0.51, 0.62, 3.31)  0.0298
H (-0.34, 0.90, 2.07)  -0.0187
O (1.89, -0.20, -2.31)  -0.0450
H (1.29, 0.14, -1.59)  0.0400
H (1.88, 0.63, -2.76)  0.0548
O (1.81, -1.06, 1.75)  -0.0625
H (1.25, -1.83, 1.79)  0.0622
H (2.64, -1.25, 1.18)  0.1450
O (0.02, 0.09, -0.21)  -0.0573
H (0.71, 0.02, 0.46)  0.0066
H (-0.30, -0.80, -0.38)  0.0147
O (-0.41, -2.68, -1.05)  -0.0472
H (-0.99, -2.35, -1.71)  -0.0337
H (0.45, -2.62, -1.47)  0.0383
O (0.19, -1.47, -3.80)  -0.1001
H (-0.69, -1.15, -3.64)  -0.0165
H (0.68, -0.93, -3.10)  -0.0180
O (-1.95, -0.74, 2.44)  -0.0157
H (-2.15, -0.40, 1.60)  -0.0151
H (-1.39, -1.51, 2.24)  0.0411
O (-1.96, 1.88, 0.96)  -0.0386
H (-1.43, 2.58, 0.54)  0.0743
H (-2.76, 1.96, 0.45)  0.0305
O (-2.25, -1.37, -2.47)  -0.0525
H (-3.07, -1.75, -2.82)  0.0911
H (-2.36, -0.42, -2.48)  0.0031
O (1.94, 2.23, 0.81)  -0.0883
H (2.54, 2.90, 1.18)  0.0468
H (1.72, 1.66, 1.57)  -0.0344
O (-2.38, 1.24, -1.82)  0.0125
H (-3.20, 1.46, -1.46)  0.0350
H (-1.65, 1.03, -1.29)  -0.0105
O (3.21, 1.01, 2.93)  -0.0655
H (2.75, 0.22, 2.57)  -0.0074
H (3.56, 0.67, 3.75)  0.0428

Summary:
Energy = -24959.57451 eV
Total charge = 0
Energy above the lowest of the compared OMol25 structures with the same formula, charge and spin = 204.5 kJ/mol
Structure (SMILES) = O.O.O.O.O.O.O.O.O.O.O.O

=====

Question: Among the records above, which one has the highest energy?
Answer: number 1

=====

Question: What is the energy in the first record?
Answer: -24956.94084 eV